No. 1
C13H6N4S2 | the ωB97M-V functional and the def2-TZVPD basis

Each line ends with the Mulliken charge.
Cartesian coordinates (Å):
S 2.29780 3.03677 2.85636  -0.077
S 0.47163 -4.24762 -1.18385  -0.085
N 0.30564 -4.59078 1.79830  -0.404
N -1.55128 1.30186 -1.30985  -0.063
N 0.44582 3.53973 1.06838  -0.584
N 2.12255 0.78370 4.78467  -0.412
C -1.57800 -0.97884 -2.42871  -0.801
C -0.99486 -2.27587 -2.36489  -0.489
C -0.04037 -2.56622 -1.38492  0.040
C 1.18475 2.54483 1.58300  0.137
C 2.16564 1.69097 4.04255  0.352
C -0.52556 3.23694 0.15463  -0.513
C 0.44414 -1.54061 -0.54336  -0.535
C -1.13711 -0.01356 -1.53177  -0.406
C 1.03725 1.20719 1.13160  -0.179
C -0.73243 1.92812 -0.33498  -0.316
C -0.15158 -0.29494 -0.61771  0.941
C 0.37269 -4.43817 0.64028  0.324
C 0.12313 0.92988 0.11761  0.864
H -2.35225 -0.73916 -3.12904  0.402
H -1.39453 -3.04393 -3.03509  0.380
H -2.23595 1.81637 -1.84441  0.193
H -1.14067 4.03714 -0.25260  0.352
H 1.22196 -1.72265 0.20207  0.506
H 1.64157 0.39886 1.58171  0.371

- HOMO level (Eh) = -0.3197
- energy relative to the best compared isomer or geometry (same formula, charge and spin) (eV) = 0.220
- charge = 0
- SMILES = N#CSc1ccc2[nH]c3cnc(SC#N)cc3c2c1
- LUMO energy (eV) = -0.50

No. 2
C13H7N | the ωB97M-V functional and the def2-TZVPD basis

Each line ends with the Mulliken charge.
Cartesian coordinates (Å):
N -3.14952 -3.19130 1.52089  -0.519
C -1.72392 1.14835 -1.66704  -0.722
C 0.13399 -1.76098 1.49860  -1.022
C 2.24993 -0.26513 1.05377  -0.558
C -2.25466 -2.51528 1.23078  0.154
C 0.50155 1.12098 -0.67126  0.692
C 0.92053 -0.66378 0.92478  0.337
C 0.09346 0.02940 0.05900  1.242
C 2.71142 0.81408 0.26965  -0.584
C -2.10272 0.03978 -0.88547  -0.430
C -1.12353 -1.69002 0.92359  0.368
C -0.44686 1.71265 -1.51434  -0.767
C -1.17234 -0.51769 0.00962  -0.340
C 1.81599 1.55413 -0.53628  -0.722
H 2.12827 2.42894 -1.13008  0.367
H -0.22859 2.57475 -2.10438  0.424
H -3.09682 -0.36404 -0.97879  0.450
H 0.44805 -2.43230 2.32229  0.419
H 2.97191 -0.71358 1.69371  0.454
H -2.44493 1.60646 -2.31777  0.393
H 3.76876 1.08455 0.29875  0.364

- HOMO level (Eh) = -0.3259
- energy relative to the best compared isomer or geometry (same formula, charge and spin) (eV) = 0.000
- charge = 0
- SMILES = N#CC1=Cc2cccc3cccc1c23
- LUMO energy (eV) = -1.16

No. 3
C13H8Br2CuN5O2 | the ωB97M-V functional and the def2-TZVPD basis

Each line ends with the Mulliken charge.
Cartesian coordinates (Å):
Br 12.78982 15.49070 3.19114  -0.234
Br 7.52120 8.48605 2.68692  -0.153
Cu 10.77322 8.80807 2.77072  0.125
O 17.36852 12.90248 2.59753  -0.560
O 12.46365 8.17630 3.45468  -0.409
N 9.52213 10.30353 2.67517  -0.373
N 14.58518 4.10616 2.77181  -0.393
N 15.62997 8.54861 3.20418  -0.502
N 13.24527 12.73348 3.16678  -0.325
N 12.68397 6.88772 3.33373  -0.234
C 15.32408 11.64230 2.89714  -0.166
C 8.01412 12.52411 3.34792  -0.161
C 7.41680 11.32343 3.03643  -0.546
C 15.27890 13.97520 2.87088  -0.339
C 9.38329 12.62514 3.27108  -0.609
C 16.02818 12.80834 2.81880  0.700
C 14.19641 5.16496 2.85150  0.049
C 13.90599 13.85556 3.02216  -0.090
C 13.91157 6.54822 3.23356  0.355
C 10.09886 11.50677 2.86440  0.473
C 14.94057 7.61716 3.18476  0.380
C 8.23299 10.22036 2.76270  0.669
C 13.96267 11.61262 3.08395  -0.511
H 9.98275 13.46439 3.55691  0.385
H 11.21370 11.54636 2.91037  0.196
H 6.36049 11.15081 3.20113  0.364
H 15.74880 14.95049 2.81630  0.417
H 13.47913 10.65848 3.37840  0.284
H 17.85704 12.04744 2.75781  0.341
H 15.76427 10.64916 2.88657  0.536
H 7.40873 13.40978 3.68816  0.332

- HOMO level (Eh) = -0.3404
- energy relative to the best compared isomer or geometry (same formula, charge and spin) (eV) = 0.259
- charge = 0
- LUMO energy (eV) = -0.45

No. 4
C13H8ClNO4Re | the ωB97M-V functional and the def2-TZVPD basis

Each line ends with the Mulliken charge.
Cartesian coordinates (Å):
Re 1.38319 -0.53287 0.00217  1.736
Cl -4.77572 -4.45486 -0.00163  -0.117
O -0.50540 -0.45105 -0.00035  -0.651
O 1.19473 -2.41606 0.00419  -0.470
O 4.97490 1.28255 -0.00724  -0.390
O 3.20919 -0.15602 -0.00312  -0.577
N 1.46043 1.59875 0.00176  -0.382
C -1.50651 -1.35128 -0.00120  1.028
C 0.56805 3.80207 0.00347  -0.700
C -2.19051 -3.72042 0.00094  -0.847
C -3.80479 -1.94284 -0.00340  -0.460
C -1.15315 -2.73918 0.00100  0.480
C -3.49966 -3.31430 -0.00135  -0.050
C 2.70701 2.12554 -0.00100  0.873
C -2.82534 -0.95332 -0.00328  -0.674
C 3.81630 1.11990 -0.00399  0.311
C 0.40411 2.42730 0.00382  0.095
C 0.15475 -3.19731 0.00367  0.043
C 1.84608 4.33685 0.00085  -0.231
C 2.94455 3.47829 -0.00151  -0.689
H -0.30559 4.43818 0.00527  0.440
H 3.96575 3.83548 -0.00385  0.496
H -4.84708 -1.64821 -0.00509  0.452
H 1.99332 5.40862 0.00048  0.477
H 0.40172 -4.25661 0.00550  0.447
H -1.93589 -4.77203 0.00275  0.460
H -0.57121 1.96301 0.00589  0.401
H -3.10324 0.08983 -0.00478  0.500

- HOMO level (spin up / spin down) (Eh) = -0.5764 / -0.5833
- energy relative to the best compared isomer or geometry (same formula, charge and spin) (eV) = 0.048
- charge = +2
- expectation value of S² = 3.77
- 2S+1 = 4
- LUMO energy (spin up / spin down) (eV) = -10.29 / -10.12

No. 5
C13H8FN2O4PdS2 | the ωB97M-V functional and the def2-TZVPD basis

Each line ends with the Mulliken charge.
Cartesian coordinates (Å):
Pd -1.04583 0.13746 -0.90099  0.508
S -4.71692 0.35618 -0.73204  0.964
S -1.61765 -0.60213 1.76454  -0.431
F -1.37167 -1.64900 -1.48561  -0.713
O -4.89330 -0.33375 -1.97522  -0.641
O -5.19097 1.71667 -0.65506  -0.654
O 1.00468 0.11289 -1.22554  -0.713
O 2.81064 1.41407 -0.92790  -0.706
N -3.16565 0.28644 -0.19586  -0.235
N -0.60925 2.02183 -0.36655  0.003
C -6.96528 -1.65336 2.00629  -0.418
C -4.37102 -0.85835 1.48949  0.222
C -6.70342 -0.94322 0.84246  -0.654
C -3.05856 -0.35520 0.98217  0.845
C -5.93944 -1.95946 2.89960  -0.508
C 1.17405 3.54124 -0.00665  -0.542
C -1.49258 2.94212 0.02989  -0.110
C -5.39561 -0.56397 0.61586  0.163
C 0.27178 4.50463 0.40826  -0.141
C -4.63164 -1.56645 2.64963  -0.613
C 1.60890 1.18978 -0.89186  0.613
C 0.69524 2.30321 -0.39440  0.425
C -1.08302 4.20203 0.42225  -0.833
H -7.48788 -0.70135 0.13752  0.417
H -1.82093 4.92624 0.73785  0.410
H -3.81846 -1.80250 3.32373  0.407
H 2.24179 3.70218 -0.04910  0.462
H -2.52973 2.63635 0.03506  0.336
H 0.61631 5.48378 0.71673  0.399
H -7.97591 -1.97749 2.22040  0.372
H -6.16818 -2.51790 3.79876  0.365

- HOMO level (Eh) = -0.1767
- energy relative to the best compared isomer or geometry (same formula, charge and spin) (eV) = 0.410
- charge = -1
- LUMO energy (eV) = 2.47

No. 6
C13H9AsF6N4O3RuS5 | the ωB97M-V functional and the def2-TZVPD basis

Each line ends with the Mulliken charge.
Cartesian coordinates (Å):
Ru 0.81450 -0.19170 1.10083  0.485
As -1.24124 2.20923 1.50453  2.204
S -1.77966 -3.65649 3.35075  0.004
S -0.32763 -2.35729 1.19069  0.020
S 0.85805 -0.33997 3.41772  -0.064
S -0.64860 -1.80117 5.42946  0.015
S 0.66049 -0.92534 -2.22939  1.305
F -1.16306 0.53090 0.76085  -0.460
F 0.50837 2.04477 1.50375  -0.595
F -1.32598 1.42685 3.00702  -0.457
F -1.20622 3.74276 2.19241  -0.430
F -1.09172 2.82893 -0.08719  -0.444
F -2.92884 2.13587 1.30835  -0.455
O 1.51628 -0.96330 -3.36539  -0.659
O -0.05557 -2.10158 -1.81995  -0.701
O -2.26288 -3.82878 5.94666  -0.386
N 3.46712 -1.44699 -1.30856  -0.495
N 2.72739 -0.74295 0.82577  -0.071
N 1.41414 -0.21552 -0.91021  -0.250
N -3.28584 3.28810 -2.96298  -0.476
C 4.69879 -2.01707 0.65998  -0.674
C -2.42704 2.29818 -2.89315  1.143
C -0.18044 -1.54468 3.78950  0.338
C -0.21395 1.44613 -3.31635  -0.756
C -2.79847 1.08856 -2.21424  -0.641
C 3.76482 -1.34891 1.40663  -0.012
C 4.50549 -2.03165 -0.71249  -0.180
C 2.60238 -0.82510 -0.52443  0.704
C -1.88575 0.09331 -2.08616  -0.609
C -1.68738 -3.23347 5.09913  0.565
C -0.58947 0.28866 -2.59042  -0.017
C -1.12484 2.43408 -3.48924  -0.688
C -0.70684 -2.43183 2.79241  0.416
H -4.16656 3.24095 -2.46623  0.207
H -0.87475 3.33963 -4.03530  0.302
H 5.21200 -2.52659 -1.37125  0.443
H 3.83578 -1.26749 2.48126  0.429
H 0.79164 1.52501 -3.71448  0.448
H -2.13189 -0.83549 -1.59573  0.548
H 5.55468 -2.48273 1.12441  0.419
H -3.04167 4.15623 -3.42284  0.201
H -3.78565 0.99796 -1.77613  0.322

- HOMO level (spin up / spin down) (Eh) = -0.3683 / -0.3671
- charge = +1
- expectation value of S² = 0.76
- 2S+1 = 2
- LUMO energy (spin up / spin down) (eV) = -7.17 / -7.22